C4H8F2INO7PS2 as an isolated structure, computed with ωB97M-V with the def2-TZVPD basis set.

CARTESIAN COORDINATES (ANGSTROEM)
C 0.4603 3.4022 2.0772
C 1.4833 3.0425 0.8822
P 1.4082 1.2127 0.3289
C 3.0515 0.4822 0.9503
O 0.0454 0.5047 1.1439
C -1.0823 0.5367 0.2726
O -2.1263 -0.0131 0.6907
O -1.1083 1.1254 -1.0235
I -1.6782 3.0806 -0.9217
H 0.3333 4.5494 2.0715
H 0.8428 3.0883 3.1087
H -0.5638 2.9166 1.9130
H 1.3103 3.6579 -0.0709
H 2.5439 3.2644 1.2638
H 3.7268 0.3914 0.0200
H 3.5784 1.2159 1.6711
H 2.9529 -0.5305 1.4622
N -2.0186 -2.6739 -1.6969
S -0.5450 -3.1676 -1.4519
O 0.1717 -3.6980 -2.5906
O -0.2448 -3.7695 -0.1728
F 0.1772 -1.7465 -1.2857
S -3.0024 -3.8725 -1.9596
O -4.2822 -3.4597 -2.4949
O -3.0701 -4.9223 -0.9702
F -2.3641 -4.6174 -3.2174

The gap between HOMO and LUMO is 6.721 eV. The LUMO energy is 0.0138 hartree. The value obtained for the highest occupied orbital energy is -6.34 eV. Its total charge is -1. Its calculated total energy is -64594.6707 eV.

These are the natural (NBO) partial charges, in e, on atoms 1 to 4: number 1, C, carries -0.630; number 2, C, carries -0.742; number 3, P, carries 1.026; number 4, C, carries -0.962


C11H17IrN2O3 as an isolated structure, computed with ωB97M-V with the def2-TZVPD basis set.

CARTESIAN COORDINATES (ANGSTROEM)
Ir -0.0153 -0.5954 -0.3173
C -1.5454 1.4269 -1.8164
O -0.5603 1.3616 -0.7270
C 0.5647 2.2981 -0.8924
C 1.7432 1.4907 -1.3544
O 1.8677 0.3900 -0.4233
C 2.7844 0.6292 0.6763
H -1.8709 2.4609 -1.9004
H -2.3735 0.7924 -1.5179
H -1.0923 1.0797 -2.7447
H 0.7350 2.7367 0.0905
H 0.2653 3.0736 -1.5933
H 2.6669 2.0671 -1.3716
H 1.5811 1.0457 -2.3370
H 3.7334 0.9448 0.2491
H 2.9198 -0.3179 1.1887
H 2.3939 1.3851 1.3576
O -2.7225 -3.7328 -0.4560
C -1.9350 -2.9182 -0.5902
N -1.0970 -2.0297 -0.7756
C 0.0106 0.1923 5.9070
C 0.0003 0.0520 4.4229
C -0.5730 1.0146 3.5913
C -0.5787 0.8526 2.2243
N -0.0150 -0.2214 1.6470
C 0.5262 -1.1809 2.4300
C 0.5532 -1.0711 3.7973
H -0.4447 1.1248 6.2295
H 1.0342 0.1505 6.2831
H -0.5310 -0.6383 6.3637
H -1.0390 1.8966 4.0089
H -1.0561 1.5717 1.5762
H 0.9396 -2.0473 1.9284
H 0.9976 -1.8695 4.3764

The gap between HOMO and LUMO (alpha / beta) is 7.731 / 7.732 eV. The LUMO energy (alpha / beta) is -0.3332 / -0.3332 hartree. The value obtained for the highest occupied orbital energy (alpha / beta) is -16.80 / -16.80 eV. Its total charge is +2. Its calculated total energy is -23625.5400 eV. The calculation puts the relative energy (zero: lowest compared OMol25 entry of this formula, charge and spin) at 0.00 kcal per mole.

These are the natural (NBO) partial charges, in e, on atoms 1 to 4: number 1, Ir, carries 1.295; number 2, C, carries -0.265; number 3, O, carries -0.496; number 4, C, carries -0.108


One molecule with the formula C3H6S3, computed with ωB97M-V with the def2-TZVPD basis set.

CARTESIAN COORDINATES (ANGSTROEM)
C -1.7435 1.2749 0.5440
S 0.0440 1.1239 0.7894
C 0.2430 -0.5772 0.6814
S 0.2483 -1.2285 -1.0325
C 1.8108 -0.9580 -1.4447
S 2.8585 -1.5202 -2.5225
H -1.9212 1.0876 -0.5451
H -2.1377 2.2464 0.8107
H -2.3046 0.5234 1.0261
H -0.5459 -0.9627 1.3605
H 1.1410 -0.8486 1.2015
H 2.3074 -0.1609 -0.8687

The gap between HOMO and LUMO is 8.375 eV. The LUMO energy is -0.0060 hartree. The value obtained for the highest occupied orbital energy is -8.54 eV. Its total charge is 0. Its calculated total energy is -35712.6224 eV. The calculation puts the relative energy (zero: lowest compared OMol25 entry of this formula, charge and spin) at 28.51 kcal per mole.

These are the natural (NBO) partial charges, in e, on atoms 1 to 4: number 1, C, carries -0.753; number 2, S, carries 0.255; number 3, C, carries -0.742; number 4, S, carries 0.390


C7H15N2 as an isolated structure, computed with ωB97M-V with the def2-TZVPD basis set.

CARTESIAN COORDINATES (ANGSTROEM)
C -0.8040 -0.7308 0.9987
C 1.1531 -0.6354 -1.8502
C -0.7558 1.1260 1.8490
C -1.7845 0.5372 0.8165
C 0.3497 -0.4197 -3.1386
C 1.4780 0.3543 -0.9811
C 0.9109 -0.6814 2.8154
N -0.2123 -0.1736 1.9675
N -1.9724 1.0536 -0.4581
H -0.0043 1.7878 1.2841
H -1.1350 1.5217 2.8378
H -2.6903 0.3282 1.3060
H 0.7877 -0.8515 -3.9997
H -0.5754 -0.8574 -2.7681
H 0.3598 0.5782 -3.3522
H 1.3046 1.3602 -1.4141
H -0.8502 -1.7586 0.6492
H 1.9505 -0.0386 -0.1128
H 0.8821 -1.7548 2.9709
H 1.8349 -0.4651 2.2580
H 0.8825 -0.1977 3.8852
H -2.7886 0.8851 -0.9288
H -1.2814 1.7327 -0.9262
H 1.3402 -1.7133 -1.7592

The gap between HOMO and LUMO is 9.041 eV. The LUMO energy is -0.1466 hartree. The value obtained for the highest occupied orbital energy is -13.03 eV. Its total charge is +1. Its calculated total energy is -10472.4838 eV. The calculation puts the relative energy (zero: lowest compared OMol25 entry of this formula, charge and spin) at 87.90 kcal per mole.

These are the natural (NBO) partial charges, in e, on atoms 1 to 4: number 1, C, carries 0.261; number 2, C, carries -0.104; number 3, C, carries -0.228; number 4, C, carries -0.041


It is found that the F_max values, taken in the order of the records, are 0.10294; 0.01539; 0.07044; 0.08652 Eh/bohr.